{
  "formula": "H22O11",
  "method": "ωB97M-V with the def2-TZVPD basis set",
  "symbols": ["O", "H", "H", "O", "H", "H", "O", "H", "H", "O", "H", "H", "O", "H", "H", "O", "H", "H", "O", "H", "H", "O", "H", "H", "O", "H", "H", "O", "H", "H", "O", "H", "H"],
  "coordinates": [[1.82, 2.83, 3.26], [2.45, 2.11, 3.34], [2.01, 3.49, 2.59], [-0.47, -1.67, -2.06], [-1.21, -1.20, -2.49], [0.24, -1.72, -2.75], [-2.11, 2.15, -1.59], [-1.76, 2.67, -0.86], [-3.06, 2.05, -1.62], [2.28, 0.21, -1.99], [2.48, -0.46, -2.64], [1.41, 0.05, -1.60], [0.83, -1.47, 1.34], [1.24, -2.34, 1.23], [1.35, -0.95, 0.70], [-2.61, -0.17, -2.86], [-2.17, 0.60, -2.46], [-3.26, -0.50, -2.24], [0.54, 2.17, 0.74], [0.85, 1.61, 1.47], [1.42, 2.18, 0.31], [-1.07, 4.89, 1.30], [-1.79, 4.70, 1.89], [-0.30, 4.33, 1.19], [1.02, -3.71, 3.15], [0.82, -2.73, 3.12], [0.07, -3.90, 3.15], [-1.93, -2.40, 2.36], [-2.48, -2.88, 1.71], [-1.49, -1.75, 1.80], [1.69, -2.66, -3.52], [1.61, -3.37, -2.86], [1.17, -2.96, -4.28]],
  "gap_ev": [2.4, 10.6],
  "fmax_ev_per_a": 2.47,
  "e_tot_ev": -22879.0367,
  "s2": 0.751,
  "multiplicity": 2,
  "charge": -1
}